12
Properties=species:S:1:pos:R:3:lowdin_charge:R:1 method="wB97M-V/def2-TZVPD" max_force_ev_per_a=3.12 total_charge=0 smiles="[H]/N=C1/N=CC(=O)C1=C" relative_energy_ev=1.563 total_energy_ev=-10275.1994 e_homo_ev=-9.93
C -0.565 -0.570 -1.547 0.125
C -0.150 -0.046 -0.444 -0.182
C 1.106 -0.367 0.438 -0.375
C -0.126 1.021 1.586 -0.049
C -0.918 0.877 0.364 -0.365
H -1.649 -0.475 -1.671 0.098
H -0.070 -1.265 -2.212 0.080
H 1.978 -1.466 -0.884 0.105
H -0.606 1.641 2.322 0.126
N 2.048 -1.112 0.144 0.164
N 0.948 0.317 1.722 0.165
O -1.995 1.445 0.181 0.107

***

8
Properties=species:S:1:pos:R:3:lowdin_charge:R:1 method="wB97M-V/def2-TZVPD" max_force_ev_per_a=2.99 total_charge=0 relative_energy_ev=4.935 total_energy_ev=-52534.3969 e_homo_ev="-9.02 / -9.92"
C 0.489 -1.490 -0.460 -0.262
C 2.976 -0.417 -0.133 -1.718
O -1.597 -2.508 0.171 -0.582
S -0.905 -1.201 0.299 0.826
Cl 3.615 -0.323 -1.670 0.626
Cl 3.835 -1.462 1.043 0.511
Cl 2.465 0.988 0.545 0.623
H 0.662 -2.452 -0.789 -0.023

***

120
Properties=species:S:1:pos:R:3:lowdin_charge:R:1 method="wB97M-V/def2-TZVPD" max_force_ev_per_a=2.83 total_charge=-2 relative_energy_ev=1.827 total_energy_ev=-111019.1602 e_homo_ev=-1.52
Sr 0.466 0.776 0.830 1.598
O -0.572 4.450 -0.244 0.027
C -0.825 3.265 -0.455 -0.635
O -0.007 2.318 -0.649 -0.332
C -2.302 2.870 -0.444 -0.175
C -3.205 3.655 0.270 0.002
C -4.530 3.270 0.320 -0.070
C -4.914 2.110 -0.342 -0.077
C -3.948 1.397 -1.030 -0.141
N -2.668 1.766 -1.093 0.129
H -2.832 4.541 0.762 0.114
H -5.254 3.856 0.874 0.097
H -5.937 1.757 -0.323 0.096
H -4.208 0.479 -1.548 0.104
C 5.964 3.299 5.596 -0.055
C 5.329 1.935 5.542 -0.271
C 5.023 1.240 6.706 -0.050
C 4.447 -0.019 6.645 -0.065
C 4.174 -0.581 5.407 -0.284
C 4.461 0.098 4.230 -0.024
C 5.041 1.351 4.311 -0.012
S 3.471 -2.204 5.353 0.612
O 4.307 -3.009 4.506 -0.301
O 3.246 -2.593 6.723 -0.325
N 2.021 -2.138 4.636 -0.132
C 0.913 -1.437 5.279 -0.217
C 0.806 0.055 4.990 -0.084
C 0.888 0.383 3.493 -0.695
O 1.060 -0.589 2.705 -0.176
O 0.750 1.576 3.142 -0.119
H 5.987 3.682 6.617 0.066
H 5.414 4.005 4.973 0.081
H 6.989 3.262 5.223 0.079
H 5.231 1.690 7.671 0.103
H 4.202 -0.576 7.538 0.103
H 4.227 -0.325 3.261 0.127
H 5.258 1.881 3.393 0.121
H 2.047 -1.910 3.642 0.088
H 0.979 -1.642 6.348 0.106
H 0.006 -1.911 4.902 0.120
H 1.546 0.660 5.521 0.111
H -0.182 0.386 5.319 0.120
F 2.141 -1.489 -8.357 0.018
C 1.576 -1.115 -7.174 -0.296
C 0.418 -0.362 -7.201 -0.027
C -0.148 0.018 -5.992 -0.119
C 0.418 -0.342 -4.770 -0.352
C 1.585 -1.101 -4.798 -0.120
C 2.177 -1.496 -5.997 -0.029
Sb -0.450 0.328 -2.833 1.634
C -2.328 -0.491 -3.550 -0.363
C -2.458 -1.865 -3.342 -0.124
C -3.594 -2.563 -3.729 -0.016
C -4.611 -1.860 -4.339 -0.287
F -5.734 -2.524 -4.726 0.028
C -4.532 -0.504 -4.570 -0.024
C -3.385 0.173 -4.165 -0.130
C -0.369 2.331 -3.644 -0.367
C -1.406 3.203 -3.947 -0.115
C -1.157 4.507 -4.369 -0.020
C 0.150 4.926 -4.464 -0.284
F 0.402 6.201 -4.870 0.024
C 1.212 4.103 -4.148 -0.004
C 0.939 2.810 -3.735 -0.116
H -0.019 -0.082 -8.151 0.108
H -1.054 0.614 -6.010 0.093
H 2.058 -1.392 -3.866 0.089
H 3.087 -2.081 -6.019 0.110
H -1.655 -2.411 -2.855 0.099
H -3.692 -3.628 -3.563 0.108
H -5.358 0.009 -5.046 0.110
H -3.334 1.239 -4.334 0.076
H -2.436 2.896 -3.835 0.074
H -1.960 5.196 -4.595 0.109
H 2.225 4.479 -4.201 0.116
H 1.771 2.171 -3.454 0.108
N 0.558 -3.438 -0.092 0.230
C 0.846 -4.541 0.042 -0.138
C 1.223 -5.920 0.196 -0.218
C 0.296 -6.929 -0.052 -0.026
C 0.683 -8.253 0.076 -0.084
C 1.984 -8.567 0.446 -0.094
C 2.904 -7.557 0.696 -0.079
C 2.528 -6.230 0.573 -0.020
H -0.711 -6.664 -0.346 0.113
H -0.030 -9.043 -0.116 0.100
H 2.284 -9.603 0.540 0.097
H 3.916 -7.802 0.988 0.103
H 3.228 -5.429 0.771 0.125
O -1.763 0.423 1.673 -0.092
C -1.834 -0.471 0.803 -0.673
O -0.945 -0.760 -0.033 -0.298
C -3.089 -1.321 0.741 -0.099
C -4.258 -0.924 1.372 -0.010
C -5.406 -1.705 1.279 -0.063
C -5.377 -2.904 0.587 -0.015
C -4.188 -3.297 -0.009 -0.141
C -3.046 -2.520 0.044 0.065
N -4.142 -4.588 -0.705 -0.345
O -5.146 -5.286 -0.688 0.049
O -3.094 -4.920 -1.234 0.050
H -4.245 0.005 1.927 0.121
H -6.325 -1.383 1.750 0.100
H -6.251 -3.534 0.500 0.110
H -2.125 -2.821 -0.433 0.103
C 3.416 -1.342 -0.445 -0.073
C 3.791 0.092 -0.212 -0.435
C 4.955 0.745 -0.585 -0.127
C 4.808 2.085 -0.135 -0.129
C 3.567 2.152 0.482 -0.422
C 2.911 3.347 1.110 -0.060
N 2.944 0.938 0.440 -0.048
H 4.262 -1.888 -0.871 0.062
H 2.567 -1.440 -1.130 0.042
H 3.118 -1.832 0.487 0.054
H 5.795 0.308 -1.108 0.064
H 5.512 2.899 -0.254 0.063
H 3.663 4.075 1.429 0.061
H 2.320 3.055 1.981 0.049
H 2.234 3.852 0.414 0.061

***

28
Properties=species:S:1:pos:R:3:lowdin_charge:R:1 method="wB97M-V/def2-TZVPD" max_force_ev_per_a=4.76 total_charge=0 smiles=Cc1ccccc1Oc1ccccc1N relative_energy_ev=2.747 total_energy_ev=-17227.6992 e_homo_ev=-7.28
C -1.771 2.206 0.803 -0.036
C -2.143 0.865 0.197 -0.247
C -3.331 0.285 0.242 -0.080
C -3.514 -1.026 -0.246 -0.072
C -2.421 -1.783 -0.810 -0.066
C -1.152 -1.196 -0.880 -0.009
C -1.070 0.168 -0.489 -0.236
C 1.233 0.511 -0.427 -0.215
C 2.382 0.922 -1.047 -0.050
C 3.613 0.366 -0.809 -0.111
C 3.802 -0.537 0.296 -0.104
C 2.691 -0.996 0.939 -0.068
C 1.441 -0.383 0.723 -0.272
H -1.624 2.877 -0.115 0.114
H -2.585 2.561 1.440 0.070
H -0.890 2.305 1.496 0.096
H -4.221 0.781 0.694 0.129
H -4.337 -1.613 0.108 0.085
H -2.605 -2.845 -1.097 0.109
H -0.259 -1.615 -1.358 0.130
H 2.256 1.629 -1.861 0.120
H 4.446 0.551 -1.508 0.101
H 4.862 -0.877 0.520 0.117
H 2.595 -1.904 1.634 0.137
H 0.769 -0.994 2.449 0.089
H -0.445 -0.292 1.621 0.096
N 0.483 -0.666 1.574 0.137
O 0.011 0.962 -0.750 0.036

***

8
Properties=species:S:1:pos:R:3:lowdin_charge:R:1 method="wB97M-V/def2-TZVPD" max_force_ev_per_a=6.49 total_charge=0 relative_energy_ev=4.113 total_energy_ev=-8712.8537 e_homo_ev=-11.55
C -0.236 -0.051 0.539 0.116
N 1.006 0.338 -0.079 -0.433
O 1.678 -0.629 -0.367 0.088
O 1.321 1.511 -0.116 0.106
O -1.352 -0.029 -0.967 -0.082
H -0.432 -0.983 0.980 0.108
H -0.582 0.810 1.026 0.098
H -1.404 -0.966 -1.017 -0.002

***

21
Properties=species:S:1:pos:R:3:lowdin_charge:R:1 method="wB97M-V/def2-TZVPD" max_force_ev_per_a=13.34 total_charge=+3 spin_multiplicity=3 relative_energy_ev=0.000 total_energy_ev=-55011.5789 e_homo_ev="-21.01 / -21.04"
O -0.093 -2.882 0.900 0.280
C 0.257 -1.755 0.841 -0.078
V 0.745 0.046 0.813 0.743
O -3.328 -0.049 -3.745 0.071
C -2.473 -0.006 -3.014 -0.031
C 1.696 0.016 -0.838 0.078
O 2.273 -0.041 -1.889 0.311
C 0.330 1.912 0.796 -0.089
O 0.070 3.035 0.725 0.311
S -1.663 0.153 1.606 1.066
C -0.936 -0.171 3.062 -0.655
N -1.272 -0.861 4.146 0.158
C -0.136 -1.145 5.081 -0.016
C 1.007 -0.440 4.403 -0.091
N 0.487 -0.040 3.140 -0.034
H -2.190 -1.317 4.212 0.209
H -0.002 -2.233 5.170 0.165
H -0.401 -0.749 6.052 0.157
H 1.878 -1.087 4.269 0.162
H 1.308 0.440 4.971 0.169
H 0.914 0.803 2.695 0.114